[1]
A cluster of 9 separate species, C19H52N4O23S5 in total. Source: the Open Molecules 2025 dataset; level of theory: the ωB97M-V functional and the def2-TZVPD basis.

ORCA input file:
```
! RIJCOSX wB97M-V def2-TZVPD def2/J DEFGRID3
* xyz 0 1
C -3.574 -1.339 -0.567
C -4.873 -0.856 -1.156
O -5.626 -0.115 -0.194
S -7.131 0.450 -0.469
C -6.681 1.660 -1.683
O -7.889 -0.699 -0.984
O -7.526 1.050 0.787
H -3.167 -2.241 -1.024
H -3.602 -1.598 0.492
H -2.935 -0.462 -0.671
H -4.703 -0.153 -1.972
H -5.326 -1.672 -1.719
H -7.582 2.213 -1.947
H -6.460 1.063 -2.567
H -5.743 2.152 -1.422
C 3.978 5.330 -0.802
C 2.606 4.735 -1.154
O 1.774 5.463 -1.983
S 0.889 6.750 -1.298
C -0.639 6.667 -2.306
O 0.714 6.445 0.171
O 1.608 7.995 -1.593
H 4.588 4.573 -0.310
H 4.146 6.319 -0.376
H 4.577 5.521 -1.693
H 2.841 3.847 -1.740
H 2.050 4.359 -0.295
H -1.224 7.547 -2.039
H -1.158 5.740 -2.062
H -0.287 6.612 -3.336
C 0.807 0.336 6.900
C 1.871 1.042 6.143
O 1.895 0.326 4.920
S 3.358 -0.458 4.571
C 2.717 -1.755 3.434
O 4.251 0.367 3.741
O 3.822 -1.134 5.777
H 0.494 1.069 7.643
H 1.189 -0.561 7.389
H -0.119 0.301 6.325
H 1.667 2.051 5.783
H 2.836 0.985 6.646
H 2.247 -1.166 2.646
H 1.807 -2.106 3.922
H 3.385 -2.603 3.289
C -0.057 -4.297 5.178
C -1.334 -3.933 4.447
O -0.991 -2.955 3.482
S -0.461 -3.391 1.968
C -2.010 -4.151 1.372
O -0.229 -2.170 1.177
O 0.453 -4.557 2.045
H 0.557 -4.775 4.416
H -0.291 -4.997 5.980
H 0.465 -3.487 5.687
H -1.845 -4.811 4.051
H -1.926 -3.580 5.291
H -2.772 -3.666 1.982
H -1.986 -5.226 1.551
H -1.979 -4.228 0.286
C 2.195 -4.145 -1.715
C 0.790 -4.546 -1.480
O 0.168 -4.911 -2.711
S -1.283 -4.088 -3.049
C -1.599 -4.379 -4.903
O -2.250 -4.779 -2.207
O -1.070 -2.670 -2.858
H 2.876 -4.567 -2.455
H 2.797 -4.246 -0.812
H 2.281 -3.059 -1.673
H 0.845 -5.428 -0.842
H 0.200 -3.765 -1.000
H -0.726 -4.016 -5.445
H -2.580 -3.943 -5.094
H -1.828 -5.440 -4.999
C 0.103 0.038 -0.912
N 1.491 0.287 -0.470
O 2.169 1.282 -0.799
O 2.017 -0.663 0.106
H -0.069 0.789 -1.684
H -0.459 0.298 -0.016
H 0.159 -0.964 -1.338
C -2.280 3.574 -3.671
N -2.046 2.692 -2.443
O -0.992 3.013 -1.838
O -2.864 1.791 -2.189
H -1.501 4.226 -4.065
H -3.001 4.304 -3.303
H -2.579 2.962 -4.522
C 1.448 3.401 -4.197
N 1.200 1.905 -4.199
O 2.064 1.128 -3.845
O 0.072 1.543 -4.499
H 2.484 3.480 -3.867
H 0.719 3.855 -3.526
H 1.498 3.722 -5.238
C 5.484 0.276 0.931
N 5.468 -1.161 0.637
O 5.721 -1.537 -0.516
O 5.298 -1.901 1.640
H 4.458 0.430 1.265
H 5.400 0.864 0.017
H 6.260 0.524 1.656
*
```

The total energy is -4694.96820 hartree. The calculation puts the energy relative to the best compared isomer or geometry (same formula, charge and spin) at 33.7 kcal/mol. Its orbital gap is 0.3472 Eh. Its strongest force on any atom is 4.37 eV Å⁻¹. The SMILES is CCOS(C)(=O)=O.CCOS(C)(=O)=O.CCOS(C)(=O)=O.CCOS(C)(=O)=O.CCOS(C)(=O)=O.C[N+](=O)[O-].C[N+](=O)[O-].C[N+](=O)[O-].C[N+](=O)[O-].

Results of the Löwdin charge analysis, in e, for atoms 1 through 5:
1. C -0.044
2. C -0.282
3. O -0.264
4. S 0.641
5. C -0.125

[2]
The molecule C4H9NOS. Source: the Open Molecules 2025 dataset; level of theory: the ωB97M-V functional and the def2-TZVPD basis.

ORCA input file:
```
! RIJCOSX wB97M-V def2-TZVPD def2/J DEFGRID3
* xyz 0 1
N -1.051 1.368 -0.126
C -0.693 0.073 0.440
C -1.956 -0.768 0.504
O -2.788 -0.725 -0.357
C 0.327 -0.719 -0.384
C 1.675 -0.010 -0.597
S 2.656 0.256 0.923
H -0.258 1.970 -0.277
H -1.564 1.221 -0.972
H -0.327 0.214 1.457
H -2.024 -1.425 1.389
H 0.514 -1.706 0.047
H -0.060 -0.877 -1.390
H 1.559 0.934 -1.111
H 2.273 -0.719 -1.162
H 1.716 0.912 1.617
*
```

The total energy is -685.97290 hartree. The calculation puts the energy relative to the best compared isomer or geometry (same formula, charge and spin) at 28.9 kcal/mol. Its orbital gap is 0.3729 Eh. Its strongest force on any atom is 1.12 eV Å⁻¹. The SMILES is N[C@@H](C=O)CCS.

Results of the natural (NBO) charge analysis, in e, for atoms 1 through 5:
1. N -0.833
2. C -0.163
3. C 0.459
4. O -0.516
5. C -0.418

[3]
A structure of composition C12H41N8NiO12. Source: the Open Molecules 2025 dataset; level of theory: the ωB97M-V functional and the def2-TZVPD basis.

ORCA input file:
```
! RIJCOSX wB97M-V def2-TZVPD def2/J DEFGRID3
* xyz 1 3
Ni -0.626 0.590 3.374
O -0.082 0.555 -0.695
C 0.206 -0.184 0.394
O 0.684 -1.307 0.285
O -0.082 0.374 1.512
H -0.553 1.253 -0.205
C 0.183 -0.202 -3.712
O 0.411 0.226 -5.049
H 0.918 0.243 -3.052
H -0.815 0.037 -3.347
H 0.315 -1.286 -3.661
H 0.665 -0.532 -5.578
C 3.889 -1.747 1.892
O 4.600 -2.119 3.068
H 2.847 -1.453 2.059
H 4.310 -0.831 1.463
H 3.807 -2.521 1.129
H 5.534 -2.002 2.872
C 3.708 0.014 -1.748
O 4.383 -1.214 -1.989
H 3.440 0.515 -2.680
H 2.874 -0.214 -1.085
H 4.313 0.745 -1.198
H 5.326 -1.066 -2.091
C 2.279 0.867 4.566
O 1.237 0.412 4.042
N 2.273 1.951 5.380
N 3.474 0.381 4.239
H 3.139 2.408 5.594
H 1.379 2.355 5.587
H 3.600 -0.503 3.753
H 4.311 0.779 4.627
C -3.724 0.655 2.608
O -2.529 0.646 2.985
N -4.679 0.022 3.319
N -4.118 1.277 1.500
H -4.437 -0.407 4.195
H -5.627 -0.115 3.019
H -5.073 1.231 1.193
H -3.395 1.606 0.848
C 1.645 -4.015 -2.462
O 2.230 -4.312 -3.500
N 2.232 -3.329 -1.446
N 0.378 -4.477 -2.223
H 3.109 -2.903 -1.709
H 1.638 -2.908 -0.752
H -0.134 -4.233 -1.391
H 0.094 -5.258 -2.785
C 0.499 3.124 -1.804
O 0.370 3.004 -0.575
N 0.005 2.236 -2.717
N 1.174 4.175 -2.348
H -0.424 1.412 -2.344
H 0.276 2.311 -3.681
H 1.533 4.910 -1.772
H 1.202 4.200 -3.351
C -4.543 3.218 -1.325
C -3.157 3.634 -0.859
O -2.400 2.555 -0.309
H -4.481 2.185 -1.679
H -4.911 3.808 -2.159
H -5.248 3.226 -0.493
H -3.194 4.434 -0.106
H -2.634 4.186 -1.648
H -1.467 2.833 -0.376
C -3.224 -2.560 1.019
C -2.295 -3.181 -0.034
O -1.010 -3.377 0.518
H -3.575 -3.271 1.764
H -4.056 -2.057 0.517
H -2.659 -1.778 1.535
H -2.190 -2.505 -0.890
H -2.726 -4.113 -0.401
H -0.424 -2.612 0.373
*
```

The total energy is -3330.94778 hartree. The calculation puts the energy relative to the best compared isomer or geometry (same formula, charge and spin) at 0.0 kcal/mol. Its orbital gap (spin up / spin down) is 0.2598 / 0.1874 Eh. Its strongest force on any atom is 2.23 eV Å⁻¹.

Results of the Löwdin charge analysis, in e, for atoms 1 through 5:
1. Ni 1.039
2. O 0.079
3. C -0.680
4. O 0.036
5. O -0.061